The following is a DFT calculation (the ωB97M-V functional and the def2-TZVPD basis) of C21H49AlFeN7O11P as an isolated structure in a non-equilibrium geometry.

Output
- Net charge: +2
- E_HOMO (alpha / beta): -11.59 / -12.68 eV
- 2S+1: 9
- E_tot: -105780.5722 eV
- LUMO level (alpha / beta): -4.77 / -9.59 eV

```
91
Properties=species:S:1:pos:R:3:forces:R:3
Fe 3.587163 19.707124 -22.475769 -0.6 1.8 1.3
Al -0.996687 18.702643 -22.218866 0.6 -0.8 -0.8
P 2.113042 18.142141 -23.202723 -3.5 -0.1 1.0
O 2.844822 19.096408 -24.194177 1.3 -0.6 -1.1
O 3.271340 17.697277 -22.264504 1.2 -0.9 -0.6
O 0.894574 17.313551 -23.460862 1.2 -0.1 -0.6
O 1.603257 19.319210 -22.273430 -0.3 1.4 1.3
C 3.395441 19.956058 -19.323274 0.2 -0.5 0.3
O 3.883540 19.927520 -20.467077 0.3 0.3 -0.4
N 3.677357 20.874143 -18.416155 -0.6 0.5 -0.3
C 2.946084 20.893665 -17.145492 0.2 -0.2 0.2
C 4.232952 22.156848 -18.806057 -0.3 0.9 -0.3
H 2.731611 19.152584 -18.985454 0.0 0.0 0.0
H 2.811624 19.869430 -16.807087 -0.4 0.0 0.0
H 2.019945 21.457968 -17.254723 -0.2 -0.3 0.0
H 3.511700 21.394433 -16.361286 0.3 0.0 -0.2
H 3.434311 22.903604 -18.937706 -0.3 -0.3 0.4
H 4.849795 22.543469 -17.999523 0.4 -0.1 -0.3
H 4.672982 22.171803 -19.799993 0.6 -0.5 0.3
C 4.598347 14.977434 -21.723474 -1.3 0.4 1.1
O 4.420476 13.939213 -21.145490 0.5 0.0 -0.3
N 5.835142 15.306856 -22.302061 -0.3 -1.4 -1.1
C 5.891296 16.405403 -23.234181 1.1 0.1 0.1
C 6.886989 14.299448 -22.322700 0.0 0.1 0.1
H 3.855362 15.780464 -21.809364 0.0 0.0 -0.2
H 6.213435 16.044814 -24.214935 0.3 -0.1 0.2
H 6.702234 16.988120 -22.770038 0.0 0.5 -0.6
H 4.984124 16.985032 -23.387246 -0.2 -0.3 0.8
H 7.799781 14.777130 -21.963356 0.2 -0.1 -0.2
H 6.637080 13.428951 -21.724538 -0.2 0.3 0.3
H 7.004760 13.937598 -23.347337 0.2 0.3 -0.1
C -1.552038 15.513425 -24.126424 -0.1 -0.1 -0.3
O -1.780349 16.067400 -23.053916 -0.2 0.7 0.5
N -2.393007 14.710048 -24.779067 0.6 -0.1 -0.7
C -1.974286 14.116164 -26.040105 -0.8 -0.9 -0.2
C -3.740194 14.411727 -24.306322 0.8 0.7 0.6
H -0.601734 15.650000 -24.656784 0.0 0.1 0.0
H -2.141180 13.036023 -25.989757 0.0 0.0 0.1
H -0.931269 14.240302 -26.316566 0.0 0.5 0.3
H -2.615709 14.479394 -26.844050 0.2 0.2 -0.1
H -3.908802 15.178465 -23.550305 -0.4 -0.3 0.2
H -4.483878 14.516781 -25.091819 0.1 -0.1 -0.2
H -3.752878 13.420671 -23.856332 -0.2 0.0 0.0
C 2.913528 12.496751 -25.759262 0.1 -0.4 0.0
O 2.891280 11.763917 -26.718417 0.0 0.1 -0.1
N 2.911692 13.849182 -25.802741 0.8 0.8 -0.1
C 2.842141 14.544398 -27.066746 -1.4 -0.1 -0.8
C 2.765177 14.642112 -24.597657 -0.1 -0.1 -0.8
H 2.963523 12.104291 -24.727437 -0.1 0.0 0.1
H 3.436677 15.453639 -27.140266 0.3 -0.2 0.3
H 1.802861 14.839175 -27.274284 0.0 0.2 0.2
H 3.037397 13.878365 -27.904425 0.5 -0.2 0.3
H 3.301087 15.593911 -24.686658 0.2 -0.1 -0.1
H 1.716112 14.927971 -24.489602 0.0 -0.1 0.7
H 3.198056 14.058454 -23.786447 -0.5 0.1 0.3
C 0.226820 17.921039 -26.929989 -0.2 0.3 -0.2
O -0.728658 17.175212 -27.011105 0.1 -0.2 0.4
N 0.490502 18.895435 -27.825516 0.1 0.8 -0.8
C 1.639904 19.776102 -27.748997 0.6 -1.5 1.5
C -0.500958 19.316346 -28.791324 -0.7 0.3 -0.3
H 0.944446 17.916932 -26.094229 0.1 -0.3 0.0
H 2.316670 19.661271 -28.594013 -0.4 0.5 -0.5
H 2.253929 19.384364 -26.925907 -0.1 0.3 0.1
H 1.362239 20.792669 -27.480869 0.0 0.2 -0.5
H -1.308720 18.600619 -28.911751 0.2 -0.2 0.2
H -0.951138 20.260048 -28.460578 0.0 0.0 0.0
H -0.092919 19.513589 -29.783587 0.4 -0.2 0.1
C 0.793373 21.580095 -24.585345 -0.2 -0.2 -1.2
O -0.165637 21.080075 -24.014299 -0.1 0.1 0.6
N 0.822133 22.831284 -25.098663 -0.1 -1.4 0.7
C 1.977835 23.320841 -25.819607 -0.4 0.4 -1.1
C -0.332261 23.699318 -24.931198 0.7 0.9 -0.5
H 1.666499 20.973447 -24.871538 0.1 0.2 0.3
H 2.231060 24.303925 -25.424642 0.4 0.0 -0.1
H 1.740184 23.411104 -26.887449 -0.3 0.5 0.1
H 2.831421 22.647872 -25.887560 -0.1 -0.2 0.9
H -0.434393 24.281410 -25.849337 -0.1 0.0 0.0
H -1.270175 23.190300 -24.746834 0.2 -0.4 0.1
H -0.102974 24.414246 -24.133586 -0.3 0.0 0.1
C 3.682922 22.965027 -22.198472 1.6 0.6 -0.5
O 3.862968 21.723712 -22.506534 -0.7 -1.0 -0.2
N 2.427091 23.442076 -21.587333 -0.9 -1.3 0.2
C 2.178982 24.821917 -21.357080 -0.1 0.4 -0.3
C 1.382989 22.502941 -21.355446 -1.0 -0.4 -0.3
H 4.448654 23.708324 -22.372753 -0.2 0.1 0.1
H 1.128655 25.066317 -21.525076 -0.1 -0.3 0.1
H 2.759352 25.433261 -22.048544 0.3 -0.1 0.2
H 2.403797 25.073458 -20.312953 0.2 0.1 0.0
H 1.586961 21.452865 -21.555178 0.7 0.2 0.0
H 0.937814 22.578336 -20.359114 0.0 0.4 0.0
H 0.596771 22.722199 -22.100456 -0.2 0.1 0.2
```
Forces are in eV/Å.